# 1
{"formula": "C24H38BrIrN4PS", "method": "ωB97M-V/def2-TZVPD", "elements": ["C", "C", "H", "H", "H", "C", "C", "C", "H", "H", "H", "H", "H", "C", "C", "C", "H", "C", "H", "H", "H", "C", "H", "C", "H", "H", "H", "N", "C", "H", "H", "Ir", "H", "P", "C", "H", "C", "H", "N", "H", "C", "H", "N", "N", "H", "C", "H", "H", "H", "C", "C", "H", "C", "Br", "C", "H", "H", "H", "H", "C", "S", "C", "H", "H", "C", "H", "C", "H", "H", "H"], "xyz": [[2.1526, -1.9126, -2.2234], [2.3923, 1.2374, 3.4985], [-0.9426, 1.5256, -3.5578], [-0.3228, 2.6328, 0.3231], [-1.9995, 1.8867, 1.5433], [2.9465, 2.4729, 3.2002], [-1.1637, -4.2364, 3.2282], [3.0455, -2.0861, 0.5318], [2.6799, -3.0847, 0.2759], [1.2343, -1.2854, 3.6035], [2.5526, 0.7657, 4.4593], [3.1345, 3.9774, 1.6641], [2.6392, -1.8555, 1.5120], [-1.1843, 1.2541, -2.5292], [1.0150, -0.6946, 2.7216], [2.7118, 3.0224, 1.9465], [4.4532, -0.1795, -1.2850], [-3.0812, 0.8106, 0.0514], [-3.5366, 0.9379, -0.9269], [4.9014, -2.8583, 1.2899], [0.1735, 2.7323, -1.8253], [-1.1657, -1.2100, -2.4689], [1.7735, 2.7292, 0.0429], [-0.7971, -4.5943, 0.8707], [5.0458, -2.2759, -0.3570], [2.1485, 1.7495, -1.9386], [4.9598, -1.1293, 0.9856], [-0.4260, 0.0332, -2.1252], [-0.3229, -3.3014, 0.7524], [-2.2450, 1.0217, -2.5130], [3.7224, 0.8476, -0.0746], [0.2491, -0.0179, 0.0395], [-3.3013, -0.9273, -2.0020], [2.2837, -0.9483, -0.6834], [-1.2187, -5.0644, 2.1125], [0.4386, 0.0120, -2.6560], [-0.2521, -2.4758, 1.8700], [-0.8348, -5.2494, 0.0108], [1.3765, 1.1437, 1.3231], [1.8462, -1.2459, -3.0345], [3.4561, -2.6160, -2.6234], [4.2831, -1.9175, -2.7451], [0.2941, -1.1467, 1.7578], [-0.8682, 1.9564, -0.1994], [3.1083, 0.8255, -3.0996], [1.9364, 2.3301, 1.0347], [3.3075, -3.1110, -3.5819], [1.3622, -2.6513, -2.0812], [3.5576, 2.9926, 3.9266], [-2.1965, 1.9568, 0.4729], [-2.4037, -1.4000, -1.6063], [-0.6895, -2.3004, 3.9790], [3.1312, 1.3106, -2.1224], [-1.8586, -6.8053, 2.2743], [4.5773, -2.0760, 0.6046], [0.0441, -2.9427, -0.2020], [3.7388, -3.3797, -1.9014], [-2.7173, 2.9024, 0.2966], [-1.4503, -1.2074, -3.5249], [-0.8432, 2.4008, -1.6121], [-2.1618, -0.7716, 0.0793], [1.6175, 0.6045, 2.5413], [-0.4843, -2.0410, -2.3187], [-2.6231, -2.4637, -1.5191], [-0.6864, -2.9430, 3.1070], [-1.5060, 3.2537, -1.7762], [3.5282, 0.3319, -1.0167], [3.8543, 2.1221, -2.1912], [-3.8916, 0.7100, 0.7731], [-1.4954, -4.6030, 4.1900]], "atomic_forces_ev_per_a": [[0.0719, 0.0328, -0.0277], [0.0186, 0.0788, 0.0002], [0.0019, -0.0861, -0.0244], [0.0565, 0.0058, 0.0341], [0.0260, 0.0190, -0.0012], [0.0144, -0.0095, 0.0047], [0.0391, 0.0304, 0.0122], [0.1445, -0.0350, -0.1350], [-0.0468, 0.0166, 0.0362], [-0.1436, -0.0022, 0.0412], [0.0019, -0.0099, -0.0149], [-0.0180, -0.0043, 0.0037], [0.0518, -0.0531, 0.0421], [-0.0344, 0.0618, -0.0682], [-0.0529, 0.1004, 0.1025], [-0.0240, 0.0101, 0.0547], [0.0139, -0.0171, 0.0476], [-0.0966, -0.0951, 0.0351], [0.0299, 0.0403, -0.0109], [-0.0060, 0.0105, 0.0071], [0.0114, 0.0698, 0.0273], [-0.0599, -0.0841, -0.0978], [0.0168, -0.0561, -0.0432], [0.0014, 0.0230, 0.0053], [0.0001, 0.0095, 0.0187], [-0.0381, 0.0482, -0.0107], [-0.0048, 0.0001, -0.0207], [0.5482, -0.0022, 0.1396], [0.1312, 0.0533, -0.0285], [0.0042, -0.0037, 0.0371], [0.0709, -0.0001, -0.0106], [-1.5806, 0.8697, -0.1876], [0.0379, 0.0221, -0.0434], [0.0703, -0.3811, 0.4560], [0.0243, 0.0300, -0.0147], [-0.0624, 0.0787, -0.1451], [-0.0885, 0.0824, 0.0416], [0.0149, 0.0088, -0.0004], [0.7182, -0.1675, -0.2131], [-0.0088, -0.0603, -0.0257], [-0.0434, -0.0065, -0.0566], [-0.0024, -0.0060, 0.0011], [0.7027, -0.4044, -0.1443], [-0.1519, -0.1070, 0.2970], [0.0038, 0.0020, 0.0101], [-0.0420, 0.0236, 0.0286], [0.0046, -0.0087, 0.0051], [0.0600, -0.0419, -0.0175], [-0.0119, 0.0028, -0.0067], [-0.0557, 0.1250, -0.0305], [-0.0758, -0.0957, -0.0148], [-0.0224, 0.0029, -0.0123], [0.0484, -0.0925, -0.0002], [-0.0394, -0.0862, 0.0072], [-0.0070, -0.0223, 0.0004], [-0.0617, -0.0237, -0.0107], [0.0091, 0.0129, -0.0042], [0.0281, 0.0090, -0.0233], [0.0306, 0.0756, -0.0110], [0.0157, -0.0327, -0.0252], [0.2327, -0.0674, 0.0250], [-0.0899, -0.0216, 0.0546], [-0.0514, -0.0043, 0.0050], [-0.0310, 0.0124, 0.0264], [-0.0676, 0.0379, 0.0364], [-0.0470, -0.0369, 0.0128], [-0.1159, 0.1500, -0.1329], [-0.0137, 0.0014, -0.0010], [-0.0291, -0.0470, -0.0318], [-0.0312, 0.0144, -0.0094]], "charge": 3}


# 2
{"formula": "C24H38CeOP", "method": "ωB97M-V/def2-TZVPD", "elements": ["H", "H", "C", "H", "H", "H", "H", "H", "H", "C", "C", "C", "H", "H", "P", "H", "H", "H", "H", "H", "H", "C", "C", "H", "H", "H", "C", "C", "C", "H", "H", "H", "C", "O", "H", "H", "C", "C", "H", "H", "H", "C", "H", "H", "C", "C", "C", "H", "H", "H", "H", "C", "H", "Ce", "C", "H", "C", "C", "H", "C", "C", "C", "H", "H", "C"], "xyz": [[0.8465, 3.5073, 4.3790], [1.3189, 2.2809, -1.8106], [-2.8903, -0.0478, 1.4265], [-2.3830, -2.4692, -1.9883], [0.6892, -2.0028, 1.8665], [3.1117, 0.4740, 2.5229], [0.7986, -4.4589, 2.0620], [-3.8857, -1.8429, -1.2521], [-2.4132, 0.5118, 2.2462], [-2.2217, -0.5191, -1.0566], [-2.7869, -1.9079, -1.1338], [0.4980, -2.6085, 0.9741], [-0.7996, 3.0646, 3.7808], [-1.1217, 3.6148, 0.2328], [0.9023, 1.4184, 3.0789], [1.3595, 0.6923, -3.1325], [2.6974, -2.4523, -1.4406], [0.8934, -0.7564, 4.2302], [-2.0295, 3.1514, -3.0533], [0.4159, 3.7940, 2.6464], [1.4411, 2.7117, -0.0320], [0.5646, 0.2698, 4.4973], [1.4107, 1.9117, -0.7815], [2.9306, 2.2133, 1.9152], [-2.5707, -2.4872, -0.2227], [1.4593, -1.0870, -3.2797], [-1.8626, 2.8747, 0.5758], [0.2752, 3.1149, 3.5129], [-1.6893, 0.2465, -2.1570], [0.3788, -5.9163, 0.0665], [-2.8574, 3.3596, 0.5628], [-1.2964, -1.2867, -3.6392], [-1.8531, 1.6489, -0.2965], [-0.0315, 0.9041, 1.9228], [3.2338, 1.8651, 3.6399], [-0.8208, 0.3555, -4.1410], [-1.4816, 1.5880, -1.6907], [0.3292, -4.8254, -0.0232], [3.2499, -1.6150, 0.0331], [-2.7399, -1.1216, 1.6228], [-1.6228, 2.6206, 1.6209], [2.3059, -0.3173, -1.4272], [2.9226, -0.1020, -3.4755], [2.7646, 0.6660, 0.4165], [3.1432, -1.5190, -1.0590], [-1.1210, 2.7615, -2.5562], [-1.5741, -0.2217, -3.5811], [-0.4063, 2.4856, -3.3498], [-0.1547, -4.8474, -2.1402], [4.1522, -1.4189, -1.5077], [1.1228, 0.6171, 5.3904], [2.2664, 0.7755, -0.5540], [-0.2713, -2.3965, -2.3382], [-0.0203, 0.2214, -0.3412], [-2.3174, 0.3371, 0.0906], [-2.5402, -0.1046, -4.1092], [1.9770, -0.1897, -2.9013], [2.7220, 1.4911, 2.7298], [-3.9774, 0.1569, 1.4572], [0.5623, -4.0075, 1.0910], [-0.0300, -2.8285, -1.3586], [0.1992, -1.9708, -0.2554], [-0.6816, 3.5825, -1.9689], [-0.5225, 0.2662, 4.7192], [0.0319, -4.2259, -1.2562]], "atomic_forces_ev_per_a": [[-0.3321, -0.1252, -0.4632], [0.0823, -0.0991, 0.4247], [0.0720, -0.0973, 0.2526], [-0.2940, 0.2361, 0.3449], [-0.0543, -0.1168, -0.1110], [-0.2697, 0.6202, -0.0219], [-0.1025, 0.1646, -0.4176], [0.4291, -0.0704, 0.0473], [-0.2224, -0.1846, -0.3165], [-1.6142, 0.6577, -0.6309], [-0.3826, -0.1577, -0.0068], [-0.1660, -0.0156, -0.5501], [0.6586, -0.1230, -0.2123], [-0.2698, -0.2027, 0.1106], [-2.2140, -0.5042, -0.5992], [0.2161, -0.2683, -0.0223], [0.1638, 0.3351, 0.1641], [-0.1839, 0.6509, 0.1042], [0.3916, -0.1516, 0.1869], [-0.0828, -0.4589, 0.4807], [-0.0283, -0.1941, -0.2458], [0.5997, 0.5828, -0.1130], [2.0637, 1.3593, -0.4202], [-0.1588, -0.5525, 0.3484], [-0.1149, 0.1570, -0.3510], [0.1771, 0.2553, 0.1065], [0.0939, 0.1890, 0.1801], [0.7546, -0.4037, 0.2048], [-1.6479, 0.4491, 0.6833], [-0.0231, 0.4906, -0.0243], [0.4258, -0.2261, -0.0686], [-0.1485, 0.4163, -0.0647], [-2.7210, 0.2402, -1.1486], [2.1838, 0.5147, 1.3039], [-0.3467, -0.1861, -0.3777], [-0.2859, -0.2178, 0.1675], [-1.7896, 0.4035, -0.0376], [-0.0096, 0.4121, 0.0232], [0.0051, 0.0194, -0.3866], [-0.1008, 0.3362, -0.0300], [-0.2098, 0.0979, -0.5087], [1.7851, 0.9834, 0.9633], [-0.4315, 0.0157, 0.3479], [-0.3736, -0.2453, -0.3746], [0.2477, -0.1336, -0.1410], [0.0122, 0.2146, -0.1478], [0.1984, -0.1099, -0.2251], [-0.2466, 0.1411, 0.2645], [0.0821, 0.2391, 0.3831], [-0.4026, -0.0864, 0.2124], [-0.3204, -0.2977, -0.3928], [2.2750, 0.0898, -1.9621], [0.1865, -0.2194, 0.3534], [3.4660, -1.6996, 3.5749], [-2.1784, 0.9598, -1.2291], [0.4129, -0.0294, 0.2991], [-0.4640, -0.1227, 0.0848], [-0.4996, 0.1440, 0.5563], [0.4655, -0.1190, -0.0672], [-0.0035, 0.0529, -0.0590], [0.3928, -0.4000, 0.3652], [0.2788, -3.6288, -0.3391], [-0.1498, -0.2845, -0.2471], [0.6597, 0.0870, -0.2778], [0.0639, 0.2164, 0.0526]], "charge": 1}


# 3
{"formula": "C24H38ClNa2O28", "method": "ωB97M-V/def2-TZVPD", "elements": ["Cl", "O", "H", "C", "C", "O", "H", "H", "O", "O", "H", "H", "H", "C", "H", "O", "C", "Na", "O", "H", "O", "H", "H", "O", "C", "O", "C", "C", "H", "H", "H", "O", "H", "C", "O", "H", "H", "H", "C", "O", "O", "C", "O", "H", "H", "H", "C", "C", "H", "H", "H", "H", "C", "H", "H", "H", "C", "C", "H", "O", "O", "C", "C", "H", "H", "H", "C", "C", "O", "H", "Na", "H", "C", "H", "O", "O", "O", "C", "O", "H", "O", "O", "O", "O", "O", "C", "H", "C", "O", "C", "H", "O", "H"], "xyz": [[19.0815, -18.0958, 6.5077], [18.9550, -23.1954, 11.3435], [18.4088, -13.8679, 6.7026], [17.8368, -14.2703, 7.5421], [21.3747, -15.7818, 3.8108], [13.0493, -16.5739, 6.0535], [15.1298, -18.1501, 7.7435], [18.3219, -20.6374, 4.4360], [19.2229, -14.4000, 9.7839], [15.2767, -20.9036, 9.7826], [13.8618, -23.1492, 8.3766], [20.3619, -21.4572, 4.7500], [14.8545, -19.0002, 6.2210], [14.2248, -22.1573, 8.1216], [14.9177, -16.8942, 5.2242], [19.8921, -19.0451, 5.7747], [19.3483, -17.1349, 11.9119], [22.6392, -18.6448, 5.3374], [19.2004, -16.4313, 13.0030], [19.9731, -15.1732, 14.3899], [20.3673, -17.2651, 11.2687], [20.3216, -12.4738, 11.1977], [19.0742, -11.3422, 11.9168], [18.2049, -17.7598, 11.6996], [16.1888, -21.2553, 4.2856], [22.2223, -16.6052, 4.0515], [15.5703, -21.6798, 8.6303], [18.5004, -13.4490, 9.5984], [20.7567, -15.0937, 12.8050], [14.1490, -22.0006, 7.0468], [16.3379, -21.6039, 5.3099], [22.7260, -21.0639, 5.5395], [21.1099, -16.4326, 13.8996], [18.1245, -18.5744, 10.5510], [15.5527, -18.1963, 3.0208], [16.0889, -22.5610, 9.0117], [18.7347, -18.1764, 9.7376], [24.8873, -23.2785, 7.4347], [17.5568, -20.8694, 3.6920], [21.8441, -22.9207, 4.6546], [20.6599, -23.0337, 9.8914], [13.9366, -20.6462, 9.7927], [23.6437, -23.1044, 5.8001], [19.0732, -22.3025, 7.1657], [24.6092, -21.6668, 6.9263], [19.0639, -14.5943, 2.0832], [16.0048, -19.2426, 3.3435], [24.7778, -22.6771, 6.5376], [16.8584, -14.4204, 7.0865], [14.9094, -16.0874, 6.8116], [20.9012, -23.7883, 7.9800], [20.3104, -13.5304, 2.2008], [19.9805, -14.4637, 2.6648], [19.0853, -13.0552, 12.2431], [18.6302, -14.8049, 4.3236], [19.6326, -21.0275, 8.1940], [14.4330, -16.8473, 6.1969], [14.4518, -18.2496, 6.8938], [18.3475, -19.6219, 10.7365], [18.6457, -17.0466, 5.6559], [20.8924, -15.5550, 2.5823], [22.7213, -22.2708, 5.3632], [12.3170, -17.4625, 6.7472], [18.2047, -15.2219, 7.9068], [18.0122, -21.6483, 3.0824], [16.1265, -21.1307, 7.8707], [20.3227, -15.7652, 13.5502], [19.6374, -14.4175, 4.1612], [17.1776, -19.7223, 2.9285], [25.6396, -22.6419, 5.8794], [21.2214, -15.8048, 9.4769], [21.3050, -21.5983, 3.2120], [20.7713, -22.8261, 8.4784], [17.1200, -18.5553, 10.1290], [18.6117, -22.4483, 9.2691], [15.4548, -20.0681, 4.2473], [17.7265, -13.2447, 8.5376], [19.3715, -22.9367, 10.2723], [17.9594, -18.7859, 7.0665], [20.1063, -22.8125, 3.5836], [13.1191, -18.4234, 7.2731], [13.3443, -21.1648, 8.7114], [13.3651, -20.1246, 10.6930], [19.9017, -17.5635, 7.5915], [20.7283, -15.0975, 4.7386], [20.8222, -22.1309, 4.0314], [15.7437, -22.1199, 3.7901], [19.4431, -22.1049, 8.1696], [11.1403, -17.4761, 6.8189], [19.2824, -12.3065, 11.4702], [21.6820, -22.2343, 8.3963], [18.3141, -12.4500, 10.4260], [19.5190, -13.3909, 4.5150]], "atomic_forces_ev_per_a": [[-0.0232, -0.4538, 0.8311], [-0.1609, -0.1829, 0.5406], [0.5018, -0.1878, 0.3424], [-0.7242, 0.2213, -1.3053], [-0.5200, -1.0750, -0.5349], [0.1134, 0.4796, -0.0763], [-0.2987, -0.4399, 0.2957], [-0.3476, 0.5911, 0.1405], [1.1493, -0.6040, 0.0769], [-0.2498, 0.4456, -0.3954], [0.3198, -0.0561, 0.2992], [0.0168, 0.0564, -0.0796], [-0.5097, -0.3321, 0.0009], [-0.8833, 1.7498, -0.6453], [-0.1695, 0.1644, -0.1062], [0.6813, -0.1830, -0.4468], [-0.7067, -1.0191, 0.3619], [-0.6378, -0.1423, -0.2381], [-0.1888, 0.4087, 0.7378], [-0.1932, -0.0812, -0.0309], [0.7404, 0.6399, -0.7176], [-0.0793, 0.4234, -0.6155], [0.3224, 0.1823, -0.1925], [0.0410, 0.2938, 0.1035], [1.5815, -1.5350, 0.9567], [0.2753, -0.0639, 0.2532], [0.2101, -1.7099, 0.6607], [-1.0631, 0.6779, -0.3775], [-0.0074, 0.0112, 0.0318], [-0.0858, -0.2892, -0.0837], [-0.2443, 0.3848, 0.1957], [-0.0284, 0.5506, 0.1372], [-0.2060, -0.2865, -0.1133], [-0.3197, -0.2716, -1.8144], [-0.2395, 0.1616, -0.1474], [0.6233, 0.3207, -0.3796], [0.2962, -0.1848, 0.2680], [0.1529, -0.5455, -0.3949], [-0.5563, -0.2577, 0.1073], [-0.6065, -0.7084, 0.0568], [-0.0237, -0.4016, -0.0068], [-0.2688, -0.3528, 0.8464], [-0.5587, -0.9027, -0.1368], [-0.5930, -0.5276, 0.3239], [0.0045, -0.0001, -0.2569], [0.1811, -1.0048, 0.0462], [0.1586, 0.6916, 0.2494], [-0.2610, 1.5452, 0.5938], [-0.2299, 0.0150, 0.4706], [-0.1068, 0.1512, 0.0760], [-0.1113, 0.0083, -0.0154], [1.1003, -0.1614, 0.5250], [-1.6609, 0.8454, -0.3214], [-0.1516, -0.0048, -0.0429], [0.5156, -1.1096, 0.4087], [-0.2158, 0.0511, 0.0875], [0.2805, -0.9311, -0.0057], [1.1814, 1.8445, -0.2850], [0.2934, 0.0555, 0.3683], [-0.0495, 0.5713, -0.4227], [0.3788, 0.3861, 0.1106], [1.1453, 0.5861, 0.0698], [0.3079, -0.6742, -0.4654], [0.1797, 0.1468, 0.1069], [-0.4066, 0.1320, -0.4906], [0.1194, 0.1698, 0.2335], [0.6390, 0.5644, -0.1754], [-0.9572, 1.6051, -1.3295], [1.2265, -0.2791, -0.5440], [0.1251, -0.3642, 0.1160], [-0.9517, -0.3533, 0.2043], [-0.2205, 0.3441, 0.0827], [-0.0863, 0.0221, 0.6481], [-0.2392, 0.1786, 0.6113], [-0.2762, -0.1712, -0.9692], [-0.7447, -0.3172, 0.0500], [0.4498, -0.8616, 0.2634], [0.1791, 0.1498, 0.0625], [-0.1992, -0.1108, 0.1136], [0.0334, -0.2037, 0.2815], [-0.3082, -0.4997, 0.3918], [-0.0547, -0.6495, -0.3660], [0.2501, 0.4548, -0.1923], [0.2491, 0.3502, 0.0421], [-0.0040, 0.1286, 0.9691], [0.3360, 0.1248, -0.4414], [-0.4311, 0.5028, -0.5034], [1.5668, 0.9794, -0.1386], [-0.4552, 0.2581, 0.2251], [-0.6267, -0.6885, 1.2774], [-0.2010, 0.1712, -0.6078], [0.7155, 0.3877, -0.0156], [0.8008, -0.0056, 0.1744]], "charge": 1}


no.,LUMO (eV),E (eV),HOMO-LUMO gap (eV)
1,-9.950,-124446.689,6.2989
2,-2.793,-49761.995,7.4295
3,-3.699,-104179.371,8.3661